Record 1
A molecular structure, C15H13FeI2NO8STl at a distorted geometry, computed with ωB97M-V/def2-TZVPD.

- Molar mass: 881.4 g mol⁻¹
- Calculated total energy: -99697.5692 eV
- Orbital gap (alpha / beta): 6.23 / 5.09 eV
- F_max: 9.164 eV/Å
- 2S+1: 6
- HOMO energy (alpha / beta): -0.779 / -0.780 Eh
- Net charge: +4

Atoms and positions in Å:
Tl 0.2427 1.4280 0.1613
I 1.2593 -3.5956 -0.2217
I 1.7697 3.7193 -0.3374
Fe -0.0182 -1.6954 -0.1539
S 1.3021 -0.1668 -1.6794
O -2.2374 -2.3525 -1.8994
O -1.4223 2.5210 2.6804
O -2.4141 2.7310 -1.7410
O -0.8841 -0.2394 8.7733
O 1.1662 -0.2904 1.8071
O -1.6003 -2.4347 2.2447
O 1.6210 1.6715 2.8111
O 0.4084 -1.9937 8.7130
N -0.1417 -1.0277 8.1486
C -0.9975 -1.9460 1.3818
C 0.7568 -0.1003 4.1711
C 1.0936 -1.4051 -3.9726
C -0.4552 0.3757 6.1937
C -1.6926 2.0194 -1.1678
C -0.1249 0.7068 4.8989
C 0.1133 -0.7792 6.7432
C -0.8723 2.0088 1.7974
C 0.7103 -0.0300 -3.4257
C -1.3745 -1.8792 -1.2687
C 0.9546 -1.6279 6.0114
C 1.5459 1.0834 -4.0568
C 1.2556 -1.2949 4.7049
C -0.7790 0.2576 -3.6164
C 1.2893 0.4468 2.8563
H 1.3510 2.0459 -3.5630
H 2.1669 -1.5720 -3.8133
H 1.2970 1.1678 -5.1245
H -1.1027 1.0253 6.7650
H 0.5395 -2.1985 -3.4527
H 1.3507 -2.5018 6.5100
H 1.9036 -1.9382 4.1310
H -1.4080 -0.0145 -2.7646
H 0.8612 -1.4422 -5.0436
H -1.1251 -0.3523 -4.4646
H 2.6137 0.8577 -3.9513
H -0.9494 1.3088 -3.8817
H -0.4886 1.6247 4.4654

=====

Record 2
A single C4H5NOS molecule at a distorted geometry, computed with ωB97M-V/def2-TZVPD.

- Molar mass: 115.2 g mol⁻¹
- ΔE to the lowest compared entry with this formula, charge and spin: 1.233 eV
- Calculated total energy: -18600.6861 eV
- Orbital gap: 9.18 eV
- F_max: 3.458 eV/Å
- 2S+1: 1
- HOMO energy: -0.328 Eh
- Net charge: 0

Atoms and positions in Å:
S -0.0447 2.3056 -1.8655
O -1.1958 -2.0377 -0.1167
N -1.0094 -0.0834 -1.4461
C -0.3268 1.0251 -0.9731
C -0.8346 -0.9120 -0.2461
C -0.2018 0.3093 0.5001
C 1.1368 -0.1670 1.2102
H 1.6557 -0.8620 0.5484
H 0.9518 -0.5508 2.1456
H 1.8453 0.5749 1.4987
H -0.8425 0.7736 1.1584
H -1.1339 -0.3755 -2.4141

=====

Record 3
A gas-phase ion, C10H19N2OS (charge +1), computed with ωB97M-V/def2-TZVPD.

- Molar mass: 215.3 g mol⁻¹
- ΔE to the lowest compared entry with this formula, charge and spin: 2.671 eV
- Calculated total energy: -26532.4255 eV
- Orbital gap: 8.47 eV
- F_max: 0.961 eV/Å
- 2S+1: 1
- HOMO energy: -0.450 Eh
- Net charge: +1

Atoms and positions in Å:
S -1.3501 0.4029 1.7329
O 0.8183 1.4185 0.3764
N 2.1112 -0.3582 1.6033
N -0.5669 0.0464 -0.8690
C -2.1747 -1.1445 -2.1673
C -1.3103 0.9724 -1.4608
C 0.1716 0.2408 0.3020
C -0.9470 -1.3110 -1.2648
C 3.4629 -0.7716 1.2570
C 1.0793 -0.9255 0.7515
C 1.8484 -0.5442 3.0236
C -1.0538 2.4263 -1.4639
C -2.2281 0.3592 -2.4569
C -2.4624 1.0778 0.8310
H 0.4984 -1.7048 1.2579
H -1.1651 -1.9163 -0.3843
H 3.6347 -1.8398 1.4346
H -1.9705 2.9665 -1.6880
H 2.5927 0.0064 3.5942
H -0.3363 2.6569 -2.2565
H 3.6617 -0.5447 0.2107
H 1.5383 -1.3652 -0.1392
H -0.1072 -1.7641 -1.7987
H 0.8647 -0.1520 3.2758
H -2.0800 -1.7306 -3.0788
H -3.3946 1.3895 1.2684
H -0.6296 2.7821 -0.5322
H 1.8961 -1.6000 3.3158
H 4.1632 -0.2058 1.8680
H 1.6176 1.2339 0.9471
H -1.8738 0.5950 -3.4637
H -3.2322 0.7725 -2.3745
H -3.0767 -1.4688 -1.6514

=====

Record 4
10 unconnected molecules or ions with the total composition C47H122N10O11 at a distorted geometry, computed with ωB97M-V/def2-TZVPD.

- Molar mass: 1003.6 g mol⁻¹
- Calculated total energy: -88127.3892 eV
- Orbital gap: 8.54 eV
- F_max: 3.997 eV/Å
- 2S+1: 1
- HOMO energy: -0.296 Eh
- Net charge: 0

Atoms and positions in Å:
O -3.7015 0.0790 -28.2011
O -4.7307 -2.8722 -19.6103
O -7.5715 -6.1267 -26.4884
O -9.6853 0.9544 -24.5838
O -4.2295 9.9876 -24.6813
O -12.4641 1.6615 -20.0246
O -11.2734 7.4298 -25.3018
O 0.1371 4.7456 -28.2257
O -5.2421 3.1494 -23.3216
O -7.7668 1.7962 -18.7326
O -12.9831 -3.0565 -21.7418
N -14.9564 2.7324 -21.2578
N -9.5250 -3.1502 -22.9415
N -7.2867 -2.4111 -26.0268
N -5.7626 -2.3733 -23.1857
N -1.6128 5.0514 -26.2795
N -10.2284 6.9973 -24.4748
N -4.0345 -2.7756 -25.8546
N -2.3378 6.8395 -24.2020
N -6.7414 0.7436 -22.9543
N -5.8970 3.6862 -19.4185
C -11.6328 6.4702 -22.3940
C -4.4484 -0.8607 -27.4272
C -11.9582 -2.7955 -22.6442
C -10.5153 -0.2110 -24.7780
C -3.6803 -2.3600 -18.8153
C -9.1843 7.0341 -22.2166
C -8.5766 5.6500 -22.5850
C -8.2101 5.3958 -24.0828
C -14.2426 -3.1806 -22.4488
C -0.7259 3.6125 -27.9791
C -1.0517 3.7207 -26.5249
C -6.4999 1.1505 -24.3177
C -10.4534 4.4500 -24.9668
C -9.0484 6.0538 -26.3777
C -6.5021 -7.0726 -26.5301
C -7.8859 -3.6670 -26.2963
C -2.1225 -1.6596 -26.7004
C -8.1451 1.0990 -17.5377
C -10.1276 -2.1615 -20.7956
C -9.5058 5.7310 -24.9322
C -4.5880 -2.4336 -21.0065
C -5.7604 -2.9930 -21.8112
C -3.7052 8.9989 -23.8569
C -13.6624 3.3900 -23.0866
C -6.5491 1.3156 -19.3212
C -3.1157 7.8398 -24.8654
C -10.7838 8.7911 -22.7724
C -9.2773 1.0622 -23.2060
C -5.4670 -4.4584 -22.1478
C -2.0062 2.6802 -26.0632
C -5.1225 10.9382 -24.0583
C -4.1275 7.0508 -25.6090
C 0.3850 4.8966 -29.5540
C -8.4077 -3.4373 -27.7042
C -5.7442 2.3749 -20.0151
C -10.5166 7.2619 -23.0500
C -11.1549 1.3833 -19.4846
C -5.1808 2.0215 -24.2393
C -10.6012 -3.1118 -21.9525
C -4.1397 3.9653 -23.4149
C -12.4621 2.5690 -21.1450
C -4.5661 0.9366 -28.8390
C -8.0442 0.2724 -22.6949
C -6.9812 -4.8783 -26.1137
C -13.7537 2.4476 -21.9243
C -3.6064 -1.4762 -26.3395
C -4.1888 2.1016 -20.0106
H -14.2595 -4.1245 -22.9936
H -4.2475 1.5199 -23.9836
H -3.5916 -2.7233 -21.3403
H 1.0321 4.0542 -29.7983
H -12.1093 -3.3460 -23.5727
H -10.1156 -1.1619 -24.4257
H -5.9162 10.3779 -23.5642
H -6.5674 -4.9259 -25.1065
H -0.8289 5.6505 -26.4955
H -15.7336 2.2896 -21.7268
H -13.8032 1.4258 -22.3004
H -4.4930 7.8839 -26.2094
H -11.5549 2.4070 -21.7270
H -12.7565 3.1500 -23.6433
H -8.0906 -0.6884 -23.2075
H -8.0312 0.0480 -17.8035
H -4.7407 -1.6384 -28.1327
H -6.2997 0.3209 -24.9958
H -9.9911 9.3308 -23.2905
H -9.2427 -2.6497 -20.3872
H -11.1579 0.6403 -18.6871
H -8.9566 -4.2840 -28.1163
H -9.5915 -1.2512 -21.0642
H -3.9305 1.6458 -29.3693
H -13.7584 4.4452 -22.8309
H -9.8356 6.1031 -27.1301
H -2.3366 5.2268 -26.9618
H -5.0282 2.3657 -25.2622
H -7.5004 1.4592 -16.7360
H -9.3390 7.2523 -21.1599
H -7.8574 4.3653 -24.1251
H -6.8998 3.6821 -19.5385
H -6.5894 1.6951 -22.6517
H -5.2824 1.3998 -28.1604
H -3.9390 -1.3670 -18.4474
H -6.5611 0.4363 -19.9652
H -1.6367 -0.7255 -26.9824
H -5.5492 11.5983 -24.8136
H -5.8692 -5.2081 -21.4665
H -3.0158 2.9310 -26.3884
H -4.1652 4.7006 -22.6106
H -10.6042 9.0276 -21.7237
H -12.3471 3.5849 -20.7672
H -9.2750 4.8610 -22.3058
H -5.9786 -7.1799 -25.5801
H -5.8929 -4.8316 -23.0791
H -6.1272 -4.6391 -26.7474
H -7.3013 5.9349 -24.3506
H -9.0082 2.1033 -23.0276
H -4.9928 -2.3791 -23.8395
H -1.6754 1.6488 -26.1852
H -10.5830 2.2125 -19.0680
H -15.1575 3.6620 -21.5976
H -0.5130 4.9903 -30.1646
H -1.3981 7.1050 -23.9437
H -2.0820 6.0682 -24.8018
H -6.7131 -2.8870 -21.2924
H -10.5867 0.9705 -20.3183
H -1.5937 -2.2056 -25.9192
H -8.0571 -1.7586 -25.9975
H -5.7051 3.5444 -18.4371
H -8.1663 0.1710 -21.6165
H -5.7993 -1.3839 -22.9859
H -11.4209 0.0265 -24.2198
H -10.5440 -4.1853 -21.7725
H -2.8620 9.3147 -23.2425
H -5.2776 0.3452 -29.4152
H -14.9914 -3.2273 -21.6581
H -12.0443 -1.8029 -23.0863
H -10.1906 0.8901 -22.6365
H -9.8150 -3.7964 -23.6616
H -8.4261 5.2609 -26.7928
H -6.8284 -8.0450 -26.8992
H -4.4855 8.6393 -23.1862
H -10.8636 7.9414 -26.0031
H -3.6571 6.3942 -26.3409
H -11.8089 5.5608 -22.9685
H -4.8180 -1.3682 -21.0215
H -10.9272 -0.2333 -25.7870
H -4.0738 1.1246 -20.4800
H -5.0371 -2.8482 -25.9523
H -10.7526 -1.9087 -19.9391
H -7.2723 1.8000 -24.7294
H -4.3834 -4.5764 -22.1487
H -8.8607 -3.7667 -25.8190
H -8.3857 6.9191 -26.3678
H -0.2714 2.6297 -28.1043
H -3.6711 -0.8073 -25.4813
H -8.4270 7.6991 -22.6318
H -9.2137 -2.7036 -27.7165
H -2.0460 -2.3348 -27.5526
H -6.1508 2.3210 -21.0250
H -3.1712 3.4872 -23.2684
H -7.7045 5.3834 -21.9879
H -9.1322 1.3789 -17.1699
H -3.7731 -3.4591 -26.5508
H -8.5954 -3.5085 -22.7753
H -7.0984 -2.3123 -25.0394
H -4.9522 6.5985 -25.0581
H -2.0251 2.8539 -24.9873
H -3.8041 2.9058 -20.6377
H -14.5334 3.2556 -23.7281
H -6.0233 0.9681 -18.4319
H -2.7342 -2.2315 -19.3410
H -4.6048 11.5381 -23.3098
H -7.5749 -3.3755 -28.4047
H -4.1147 4.3839 -24.4210
H 0.9220 5.8225 -29.7599
H -14.4418 -2.2765 -23.0242
H -3.5199 -3.0478 -17.9851
H -11.4784 6.0821 -21.3872
H -3.7307 1.9835 -19.0286
H -10.4301 4.0945 -23.9367
H -5.6622 -6.7112 -27.1235
H -0.0939 3.5646 -26.0285
H -2.5509 8.4032 -25.6082
H -11.6988 9.1629 -23.2336
H -12.5756 7.0167 -22.4210
H -5.2859 -0.3157 -26.9915
H -11.4766 4.8233 -24.9254
H -1.6423 3.6447 -28.5683
H -10.5103 3.7200 -25.7742

=====

> calculated total energy of number 2 (C4H5NOS)?

-18600.6861 eV